Entry 1:
Below is a 3-piece molecular cluster, C9H11NO3 overall in a non-equilibrium geometry, with properties calculated with wB97M-V/def2-TZVPD.

Positions of all 24 atoms, in Å:
O 1.170 -1.732 -0.930
N 0.895 -0.971 0.287
C 0.411 0.210 0.053
C 0.228 0.856 -1.202
C 0.010 2.165 -1.321
C -0.442 2.953 -0.197
C -0.203 2.467 0.989
C 0.280 1.074 1.241
H 0.943 -2.660 -0.717
H 0.776 0.284 -2.045
H -0.038 2.770 -2.199
H -0.840 4.003 -0.138
H -0.581 2.853 1.912
H 1.345 1.293 1.527
H -0.210 0.687 2.154
O 3.646 0.170 -1.541
C 3.264 1.181 -1.174
O 2.905 2.243 -0.863
C -2.488 -3.689 1.113
C -1.893 -2.902 0.233
H -2.517 -3.697 2.266
H -3.249 -4.380 0.870
H -1.221 -2.056 0.521
H -2.191 -3.122 -0.838

## Properties
Multiplicity = 1
Net charge = 0
ΔE to the lowest compared entry with this formula, charge and spin = 112.62 kcal/mol
SMILES = O/N=C1\C=CC=CC1.O=C=O.C=C


Entry 2:
Below is one molecule with the formula C9H11NO3 in a non-equilibrium geometry, with properties calculated with wB97M-V/def2-TZVPD.

Positions of all 24 atoms, in Å:
N -2.480 -1.220 1.144
C -2.057 0.078 0.453
C -0.924 0.056 -0.666
C 0.529 0.008 -0.370
C 1.190 1.181 -0.013
C 2.460 1.261 0.373
C 3.284 0.169 0.023
O 4.634 0.325 0.231
C 2.789 -1.076 -0.526
C 1.411 -1.108 -0.709
C -3.365 0.590 -0.152
O -3.688 1.778 -0.382
O -4.105 -0.460 -0.485
H -2.611 -0.890 2.128
H -1.747 -1.910 1.171
H -1.713 0.889 1.101
H -1.196 0.920 -1.372
H -1.169 -0.865 -1.163
H 0.579 2.048 -0.060
H 2.929 2.151 0.716
H 4.719 1.231 0.327
H 3.303 -2.002 -0.682
H 0.949 -1.978 -1.129
H -3.719 -1.175 0.043

## Properties
Multiplicity = 1
Net charge = 0
ΔE to the lowest compared entry with this formula, charge and spin = 40.74 kcal/mol
SMILES = N[C@@H](Cc1ccc(O)cc1)C(=O)O


Entry 3:
Below is a 2-piece molecular cluster, C9H11NO3S2 overall in a non-equilibrium geometry, with properties calculated with wB97M-V/def2-TZVPD.

Positions of all 26 atoms, in Å:
C -2.074 -1.077 0.953
C -2.365 -0.785 2.203
C -1.077 -0.073 0.667
C -0.757 0.659 1.740
C 2.663 -1.494 -0.279
C 2.106 -2.438 -1.002
C 2.016 -0.130 -0.358
C 0.754 -0.238 -1.305
C -0.047 1.902 2.085
N -1.542 0.330 -2.468
O -0.064 2.199 -1.219
O 0.646 1.258 -3.463
O -1.605 0.210 2.699
S 0.664 -1.866 -1.869
S 0.000 1.081 -2.175
H -2.445 -1.904 0.369
H -3.074 -1.099 2.971
H 3.619 -1.599 0.113
H 2.191 -3.455 -1.139
H 1.775 0.287 0.694
H 2.709 0.635 -0.954
H -0.883 2.449 2.655
H 0.726 1.679 2.880
H 0.241 2.393 1.263
H -2.190 0.653 -1.737
H -1.988 0.421 -3.322

## Properties
Multiplicity = 1
Net charge = 0
ΔE to the lowest compared entry with this formula, charge and spin = 94.63 kcal/mol


Entry 4:
Below is C9H11NSi as an isolated structure in a non-equilibrium geometry, with properties calculated with wB97M-V/def2-TZVPD.

Positions of all 22 atoms, in Å:
C 0.649 0.549 -3.334
C -2.375 -1.288 1.994
C -1.948 -0.045 2.489
C -1.884 -1.925 0.876
C -0.914 0.568 1.773
C -0.740 -1.351 0.318
C -0.207 -0.179 0.801
C 1.772 -0.681 -1.543
C 1.704 2.081 -0.443
N 0.458 1.641 -3.011
Si 1.430 0.287 0.013
H -3.090 -1.732 2.573
H -2.263 0.403 3.425
H -2.457 -2.753 0.357
H -0.725 1.636 1.895
H -0.076 -1.763 -0.347
H 1.120 -0.400 -2.722
H 2.880 -0.737 -1.919
H 1.303 -1.672 -1.549
H 1.148 2.209 -1.300
H 1.423 2.892 0.327
H 2.792 2.258 -0.674

## Properties
Multiplicity = 1
Net charge = 0
ΔE to the lowest compared entry with this formula, charge and spin = 111.82 kcal/mol


Entry 5:
Below is an isolated ion of composition C9H11O2 and charge -1 in a non-equilibrium geometry, with properties calculated with wB97M-V/def2-TZVPD.

Positions of all 22 atoms, in Å:
C -0.066 0.207 -3.152
C 0.079 0.375 -1.708
C 0.643 1.488 -1.063
O 1.005 2.552 -1.648
C 0.934 1.360 0.458
C 1.275 -0.006 0.863
C -0.219 -0.370 0.701
C -0.713 -1.520 1.528
C -0.584 1.067 0.999
C -0.484 -0.603 -0.804
O -1.231 -1.551 -1.074
H -0.784 0.941 -3.648
H -0.516 -0.872 -3.362
H 0.905 0.286 -3.649
H 1.408 2.185 0.835
H 2.139 -0.450 0.278
H 1.606 -0.234 1.871
H -1.422 -2.158 1.051
H -1.173 -1.249 2.478
H 0.162 -2.120 1.587
H -0.682 1.173 2.144
H -1.488 1.546 0.422

## Properties
Multiplicity = 1
Net charge = -1
ΔE to the lowest compared entry with this formula, charge and spin = 48.07 kcal/mol
SMILES = CC1=C([O-])[C@H]2C[C@](C)(C2)C1=O


Entry 6:
Below is a 2-piece molecular cluster, C9H11O3 overall in a non-equilibrium geometry, with properties calculated with wB97M-V/def2-TZVPD.

Positions of all 23 atoms, in Å:
C -0.734 2.407 -3.906
C -0.747 1.287 -2.840
O -1.822 1.249 -2.159
O 0.237 0.544 -2.721
H -0.307 2.013 -4.824
H -0.137 3.263 -3.569
H -1.726 2.848 -3.989
C 2.485 -1.752 3.296
C -0.669 -0.170 0.815
C 0.565 -0.505 0.236
C -0.931 -0.516 2.164
C 1.553 -1.055 1.057
C 0.067 -1.125 2.914
C 1.368 -1.313 2.416
O -1.660 0.380 0.147
H -1.626 0.596 -0.874
H 0.778 -0.224 -0.786
H -1.901 -0.501 2.641
H 2.533 -1.198 0.610
H -0.090 -1.353 3.958
H 2.760 -0.990 4.028
H 3.379 -1.989 2.719
H 2.259 -2.701 3.799

## Properties
Multiplicity = 1
Net charge = -1
ΔE to the lowest compared entry with this formula, charge and spin = 3.13 kcal/mol


Entry 7:
Below is one molecule with the formula C9H11PS in a non-equilibrium geometry, with properties calculated with wB97M-V/def2-TZVPD.

Positions of all 22 atoms, in Å:
C 1.575 1.386 0.622
C 0.235 0.857 0.618
C 0.098 -0.221 -0.142
C 2.446 0.615 -0.060
C -2.100 -1.074 0.790
C -2.586 0.361 1.070
C -2.075 -0.191 -1.515
C -1.182 -0.947 -0.439
C 3.952 0.862 -0.155
P -3.013 1.093 -0.554
S 1.607 -0.648 -0.869
H 1.964 2.347 1.121
H -1.477 -1.548 1.568
H -2.876 -1.730 0.588
H -3.090 0.606 1.899
H -1.586 0.994 1.035
H -1.567 0.097 -2.415
H -2.817 -0.953 -1.833
H -0.855 -1.944 -0.776
H 4.154 1.065 0.944
H 4.491 0.111 -0.626
H 4.162 1.647 -0.798

## Properties
Multiplicity = 1
Net charge = 0
ΔE to the lowest compared entry with this formula, charge and spin = 137.76 kcal/mol


Entry 8:
Below is C9H12B2CoF7N4O7S as an isolated structure in a non-equilibrium geometry, with properties calculated with wB97M-V/def2-TZVPD.

Positions of all 43 atoms, in Å:
Co -0.304 -0.424 -0.101
C -2.601 -1.280 -3.718
C -2.064 -1.034 -2.322
N -1.043 -0.258 -2.028
O -0.422 0.299 -3.088
B -0.098 1.689 -3.074
F 0.817 2.103 -3.895
F -0.877 2.535 -2.432
O 1.616 1.882 -1.019
N 1.307 1.107 -0.221
C 1.963 1.194 1.210
C 3.128 2.177 1.339
C 0.677 1.407 2.069
N -0.287 0.630 1.637
O -1.521 0.676 2.369
B -1.614 -0.519 3.124
F -0.571 -1.303 3.052
F -2.651 -0.685 3.883
O -2.716 -1.546 1.174
N -2.186 -1.295 0.018
C -2.819 -1.467 -1.108
C -4.189 -2.005 -1.208
C 0.613 2.441 3.133
H -3.414 -2.016 -3.566
H -1.813 -1.543 -4.451
H -3.036 -0.303 -4.104
H 4.001 1.959 0.697
H 3.467 1.942 2.350
H 2.874 3.258 1.310
H -4.866 -1.302 -1.794
H -4.625 -2.251 -0.288
H -4.136 -2.828 -1.825
H -0.395 2.844 3.288
H 1.340 3.249 2.939
H 1.034 1.889 3.981
F 4.849 -1.255 0.728
C 3.913 -1.382 -0.195
F 4.122 -2.384 -1.029
F 3.624 -0.293 -0.931
S 2.456 -1.567 0.850
O 1.356 -1.522 -0.119
O 2.578 -2.638 1.787
O 2.513 -0.180 1.578

## Properties
Multiplicity = 5
Net charge = +2
ΔE to the lowest compared entry with this formula, charge and spin = 0.00 kcal/mol
Expectation value of S² = 6.04